117
Properties=species:S:1:pos:R:3:forces:R:3 method="wB97M-V/def2-TZVPD" energy_ev=-435209.501 gap_ev=7.24 homo_ha=-0.286
Br -0.9806 -2.4912 5.1023 -0.6 1.1 -0.3
Cl -4.0479 -5.0949 6.2748 0.3 0.1 0.1
Cl -0.5336 -5.1527 1.8335 -0.2 0.0 -0.2
Cl -1.7697 5.2343 -7.6483 0.1 -0.1 -0.1
Cl 7.8118 -3.8533 -8.1017 -0.3 0.0 0.1
Cl 6.0321 -2.7535 -6.0752 0.1 0.0 -0.3
Cl -8.2990 -6.8992 4.5276 0.1 -0.1 0.1
Cl 3.3032 -1.9863 -2.3834 1.5 -3.8 2.2
Cl -1.2719 2.3994 -8.0944 0.1 0.2 -0.1
Cl 4.3186 5.0761 0.5887 0.2 0.2 0.0
Cl -5.4690 -7.5787 4.6437 -0.9 -0.4 0.2
Cl -2.4114 -7.2486 7.3552 0.0 0.1 -0.2
Cl -2.7140 -6.9546 4.4732 0.8 0.3 0.0
Cl 7.1344 4.3900 0.2980 -0.1 0.1 0.0
Cl 5.9945 6.5609 -1.2741 0.0 -0.1 0.2
Cl 6.1002 -2.6905 -1.9782 0.0 0.0 0.0
Cl 5.6455 -5.4783 -7.0291 0.0 0.2 -0.1
Cl -1.1141 -3.4715 -0.4732 0.0 -0.2 0.3
Cl 4.4027 -4.3698 -3.6461 -0.2 0.1 0.3
Cl -4.4542 -0.1849 10.5923 0.1 0.1 0.2
Cl -2.0442 -0.6303 12.1661 -0.1 0.2 -0.1
Cl -1.9886 1.2052 9.9051 0.0 0.1 0.3
Cl -3.2880 -4.4473 1.2017 0.1 -0.5 -0.2
Cl 0.6030 3.9770 -6.5198 -0.1 0.1 -0.3
Cl -7.1237 -7.8193 7.0287 0.0 0.0 -0.2
S -1.6546 0.1399 -1.1704 2.4 0.0 1.1
O 0.1942 5.7261 -0.3291 2.5 -6.2 -5.8
O 4.9769 2.9049 -5.2855 -5.5 1.8 6.8
O 2.7937 3.6254 -4.5628 2.1 -2.0 1.3
O 1.4504 5.1761 -2.3167 -3.7 -1.5 1.0
O 0.6106 1.4138 4.9591 0.3 -1.2 -2.9
N 0.7933 2.2287 -0.4746 -1.5 -2.4 0.0
N -4.3225 -0.4139 1.8845 0.5 -1.3 -0.6
N 4.3702 -0.0881 -3.9553 -2.2 0.3 1.2
C -2.1265 0.1310 6.1376 -1.0 -0.6 0.9
C 1.8670 -1.0898 -3.8622 -3.2 3.6 2.0
C 6.1566 -3.8399 -7.4694 0.0 0.1 -0.1
C 0.3460 -1.0905 -3.2102 3.0 2.3 0.3
C -1.7905 -0.2294 1.9467 2.2 1.2 -0.5
C 3.7128 2.3072 -1.6368 -0.3 0.6 0.1
C -1.9772 -0.7443 4.7593 -0.5 1.9 -0.8
C 1.5897 4.4279 2.7326 -0.5 1.6 3.0
C 0.7050 1.8393 2.3129 -1.8 -1.7 -1.2
C 1.2765 5.0313 4.0633 0.9 -1.8 -3.8
C -7.0849 -7.9598 5.2629 0.0 -0.1 -0.1
C -1.9045 -0.4603 -5.5044 -1.2 0.7 0.7
C -2.9720 0.5507 11.2258 0.0 0.0 0.1
C -0.1381 3.2908 -1.0285 -1.1 0.5 -1.0
C -4.2315 0.8503 -4.8172 0.8 -0.2 0.8
C 0.0314 0.0406 -2.0659 3.1 0.6 -0.4
C 5.9457 5.7038 0.2759 0.0 0.1 0.0
C -2.5752 0.9502 -4.9529 -0.1 0.4 -0.2
C -1.1126 0.4797 0.6310 2.2 1.2 3.1
C 2.0092 2.8658 2.4626 -1.3 -0.1 0.0
C 4.7688 2.9003 -2.7426 -0.1 -1.2 0.4
C -3.0629 -1.2708 1.6397 0.4 1.2 1.6
C 0.0050 1.1035 3.6416 -0.5 -0.7 -2.7
C -2.9596 -0.7851 7.2589 0.6 -0.3 -1.3
C -1.6881 -4.8121 0.5333 0.1 -0.1 0.0
C 4.4611 -3.3178 -2.2216 0.1 -0.7 1.0
C 1.1377 1.1804 -1.5411 1.2 -2.9 -3.0
C -1.2676 0.0435 3.5082 1.9 1.9 -3.3
C -2.6103 -6.0992 6.0214 0.0 0.1 0.1
C 0.1637 1.5540 0.7564 -1.9 -2.1 4.0
C 2.6726 1.1748 -2.2054 -3.1 -2.0 -0.6
C -2.1370 -1.5809 -4.3303 -0.2 -0.6 -0.6
C -0.7501 -2.2086 -3.6959 -0.6 -0.1 0.5
C 0.5425 4.7682 -1.2314 -1.6 5.5 4.4
C 4.1453 3.1422 -4.2394 4.2 -1.2 -5.7
C -0.5272 3.9933 -7.8843 0.0 0.0 0.0
C 2.9933 0.0249 -3.3300 -2.0 1.8 -0.3
H 2.1700 2.8412 -4.5839 1.2 0.9 0.3
H 0.0322 4.2343 -8.7919 -0.2 -0.1 0.3
H 5.4912 -3.4708 -8.2540 0.2 -0.1 0.3
H -2.8214 1.0737 5.9150 1.8 -1.9 0.2
H -2.5319 -0.7625 -6.4684 1.6 0.6 1.9
H 0.6560 4.4029 4.8335 2.1 1.2 -1.1
H -3.4334 -0.1070 8.0867 1.0 -1.5 -1.8
H -2.1270 1.2447 -3.8913 -0.9 -0.7 -2.2
H -4.5004 0.4016 -3.7457 0.5 1.0 -2.3
H -3.7918 -1.3800 6.6547 1.6 1.2 1.5
H -1.0787 3.4362 -0.3085 2.3 -0.1 -1.6
H 4.1851 -3.9094 -1.3450 0.3 0.0 -0.3
H -2.8371 -1.1646 -3.4808 1.6 -0.7 -1.6
H -0.5293 2.9285 -2.0766 0.7 0.8 1.9
H -2.3269 1.8416 -5.6864 -0.5 -1.9 1.5
H -4.6734 1.9423 -4.8973 0.7 -2.4 0.1
H -3.0342 -1.7193 0.5592 0.1 1.1 2.2
H -3.0666 -1.0438 4.4227 2.4 0.4 0.7
H -4.6587 0.1075 -5.6184 0.7 1.7 1.4
H -1.7722 -5.7027 -0.0946 0.0 0.3 0.2
H 1.5785 5.1494 1.8069 0.8 -1.4 1.9
H 4.4542 -0.9494 -4.5471 -0.2 1.2 1.0
H 1.6152 1.2275 4.9318 -2.4 0.4 -0.3
H -0.3312 -2.9805 -4.4921 -0.4 1.9 1.7
H -3.2519 1.3743 11.8875 0.1 -0.3 -0.2
H 2.7294 2.5422 3.3574 -1.7 0.6 -2.1
H -3.0490 -2.1268 2.4459 0.4 1.6 -1.8
H 5.6252 2.0858 -2.8605 -1.8 2.0 -0.2
H 2.5727 2.8216 1.4114 -1.2 0.0 2.5
H 0.8553 5.1804 -3.1452 1.5 -0.2 1.5
H 1.6741 6.1226 4.2639 -1.8 -2.1 -0.6
H -1.0866 -2.8519 -2.7488 0.9 1.5 -2.2
H 6.2001 6.4117 1.0689 -0.1 -0.3 -0.3
H 5.2752 3.8455 -2.2724 -1.2 -1.6 -1.2
H -2.1749 -1.5701 7.6764 -1.9 1.7 -0.6
H -2.7445 -2.4749 -4.8349 1.4 1.7 1.3
H -0.7714 -0.3200 -5.7607 -2.2 -0.3 0.5
H 4.3297 1.9079 -0.6959 -1.3 0.6 -2.1
H -4.6724 -0.5561 2.8571 0.2 0.0 -1.5
H 3.1124 3.2494 -1.2162 1.0 -2.4 -1.1
H 5.1127 -0.0610 -3.2162 -1.0 -0.2 -1.0
H 2.1512 -1.9096 -4.6703 -0.6 2.1 1.8
H -7.3218 -8.9924 4.9943 0.0 0.4 0.1
H -1.7342 -5.4462 5.9961 -0.3 -0.2 0.0
H -5.0484 -0.6053 1.1591 0.8 0.1 1.2
H -1.1130 0.4151 6.6573 -1.9 -0.3 -1.6